C46H48BrN12O4SSr | ωB97M-V with the def2-TZVPD basis set

Summary:
largest force on an atom: 0.04513 hartree/bohr
HOMO energy: -4.100 eV
ΔE to the lowest compared entry with this formula, charge and spin: 0.0 kJ/mol

ORCA input file:
```
! wB97M-V def2-TZVPD RIJCOSX def2/J DEFGRID3
* xyz -1 1
Sr 0.406 -1.305 0.449
C -0.869 -5.718 2.077
C -1.000 -4.432 1.512
N -0.286 -3.405 1.897
C 0.619 -3.567 2.911
C 0.833 -4.821 3.516
C 0.052 -5.907 3.061
C 1.811 -4.951 4.534
C 2.518 -3.849 4.916
C 2.275 -2.575 4.354
C 1.320 -2.389 3.376
N 0.977 -1.185 2.786
C 0.777 -0.052 3.516
C 0.765 0.059 4.906
C 0.461 1.263 5.568
C 0.152 2.405 4.890
C 0.103 2.349 3.475
C -0.232 3.481 2.699
C -0.326 3.384 1.344
C -0.106 2.129 0.748
N 0.219 1.057 1.428
C 0.378 1.150 2.785
H -1.478 -6.532 1.707
H -1.684 -4.263 0.687
H 0.200 -6.885 3.506
H 1.991 -5.921 4.982
H 3.284 -3.944 5.676
H 2.856 -1.722 4.679
H 1.002 -0.811 5.502
H 0.483 1.275 6.653
H -0.059 3.336 5.401
H -0.416 4.423 3.205
H -0.574 4.238 0.725
H -0.218 2.005 -0.324
C -3.263 3.472 -3.159
N -1.828 3.527 -2.981
C -1.139 4.510 -3.802
C 0.320 4.200 -3.521
N 0.271 2.791 -3.209
C 1.453 2.177 -2.638
C -0.990 2.421 -2.770
N -1.190 1.279 -2.235
C -2.480 0.846 -1.742
C -2.429 -0.606 -1.232
N -2.433 -0.741 0.223
C -3.524 -0.800 0.890
N -3.544 -0.868 2.270
C -2.372 -1.209 3.043
C -4.832 -1.303 2.750
C -5.756 -0.910 1.609
N -4.854 -0.838 0.473
C -5.395 -0.338 -0.773
H -3.627 4.499 -3.217
H -3.756 3.002 -2.318
H -3.561 2.958 -4.082
H -1.424 5.520 -3.507
H -1.380 4.379 -4.865
H 0.708 4.786 -2.677
H 0.957 4.388 -4.386
H 1.765 2.691 -1.722
H 2.274 2.215 -3.355
H 1.253 1.135 -2.410
H -3.254 0.895 -2.511
H -2.810 1.467 -0.897
H -1.496 -1.032 -1.617
H -3.214 -1.196 -1.702
H -1.476 -0.912 2.515
H -2.314 -2.287 3.228
H -2.387 -0.680 3.997
H -5.088 -0.802 3.684
H -4.842 -2.387 2.933
H -6.233 0.061 1.792
H -6.543 -1.646 1.438
H -6.415 0.002 -0.581
H -5.440 -1.096 -1.556
H -4.839 0.518 -1.150
Br -3.800 -3.771 -1.859
C -2.062 -4.079 -2.619
C -1.990 -4.538 -3.921
C -0.721 -4.809 -4.413
C 0.379 -4.638 -3.593
C 0.186 -4.151 -2.308
N -1.034 -3.849 -1.837
C 1.388 -3.972 -1.378
O 2.354 -4.687 -1.613
O 1.226 -3.106 -0.466
H -2.882 -4.681 -4.512
H -0.601 -5.167 -5.429
H 1.387 -4.875 -3.903
O 4.562 7.311 -1.096
C 5.098 6.155 -1.589
O 5.851 6.226 -2.526
C 4.706 4.899 -0.903
C 5.413 3.734 -1.198
C 5.098 2.536 -0.587
C 4.040 2.419 0.342
S 3.589 0.916 1.089
C 3.336 3.611 0.623
C 3.663 4.810 0.021
H 4.066 7.101 -0.294
H 6.218 3.793 -1.921
H 5.662 1.642 -0.826
H 2.515 3.563 1.326
H 3.047 5.673 0.266
N 3.467 -0.669 -1.613
C 4.332 -1.095 -2.546
C 3.588 -1.586 -3.597
C 2.258 -1.402 -3.186
N 2.191 -0.838 -1.986
H 3.671 -0.184 -0.722
H 5.396 -1.029 -2.387
H 3.950 -2.031 -4.507
H 1.345 -1.648 -3.710
*
```

---

C46H48CoN3P | ωB97M-V with the def2-TZVPD basis set

Summary:
largest force on an atom: 0.09654 hartree/bohr
HOMO energy (alpha / beta): -0.012 / -4.338 eV
<S²>: 6.0289

ORCA input file:
```
! wB97M-V def2-TZVPD RIJCOSX def2/J DEFGRID3
* xyz -1 5
Co 1.492 -0.129 -1.015
N 2.334 -2.820 3.364
N 0.521 -2.449 -2.362
C 2.322 1.806 -1.127
C 3.435 1.039 -0.670
C 3.179 0.687 0.659
C 4.140 0.002 1.533
H 5.110 -0.060 1.006
H 4.168 -1.904 2.388
H 4.327 0.501 2.468
C 1.870 1.028 1.012
C 1.269 0.905 2.348
H 1.241 1.875 2.858
H 1.804 0.205 3.004
H 0.220 0.575 2.265
C 1.319 1.771 -0.079
C 0.179 2.693 0.043
H -0.666 2.183 0.517
H -0.122 3.021 -0.953
H 0.430 3.595 0.633
C 4.755 0.938 -1.339
H 5.414 1.792 -1.103
H 4.674 0.832 -2.426
H 5.252 0.043 -0.956
C 2.366 2.762 -2.248
H 1.357 2.933 -2.635
H 2.968 2.297 -3.034
H 2.830 3.730 -1.975
C 1.616 -3.720 4.049
H 1.970 -4.180 4.984
C 0.373 -4.089 3.469
H -0.278 -4.680 4.091
C 0.021 -3.667 2.176
H -0.965 -3.967 1.749
C 0.991 -2.857 1.496
H 0.744 -2.518 0.514
C 2.185 -2.356 2.112
C 3.409 -1.493 1.607
H 3.685 -2.014 0.668
C 0.630 -1.095 -2.450
C 0.919 -3.034 -3.568
H 1.155 -4.098 -3.647
C 1.208 -2.018 -4.464
H 1.480 -2.066 -5.514
N 1.045 -0.827 -3.745
C 1.005 0.462 -4.321
C 1.891 0.720 -5.369
C 1.577 1.781 -6.198
H 2.212 1.944 -7.076
C 0.459 2.591 -5.939
C 0.151 3.726 -6.858
H -0.424 4.515 -6.361
H -0.422 3.412 -7.743
H 1.079 4.168 -7.237
C -0.340 2.330 -4.823
H -1.236 2.899 -4.572
C -0.070 1.268 -3.964
C -0.976 0.967 -2.828
H -1.745 0.216 -3.061
H -1.494 1.904 -2.594
H -0.451 0.631 -1.900
C 3.096 -0.123 -5.655
H 2.857 -1.087 -6.116
H 3.730 -0.297 -4.770
H 3.665 0.412 -6.423
C -5.029 3.420 2.568
C -3.878 3.432 3.365
C -2.962 2.383 3.288
C -3.208 1.285 2.434
C -4.350 1.296 1.609
C -5.259 2.353 1.692
P -1.951 -0.033 2.364
C -1.830 -0.603 4.100
C -0.595 -1.160 4.505
C -0.427 -1.652 5.796
C -1.437 -1.493 6.749
C -2.647 -0.902 6.377
C -2.849 -0.472 5.060
C -2.686 -1.414 1.415
C -3.368 -2.455 2.071
C -3.930 -3.500 1.333
C -3.813 -3.524 -0.059
C -3.108 -2.510 -0.719
C -2.536 -1.471 0.011
H -5.740 4.247 2.627
H -3.695 4.262 4.049
H -2.053 2.407 3.893
H -4.526 0.474 0.913
H -6.153 2.344 1.066
H 0.231 -1.218 3.790
H 0.502 -2.168 6.059
H -1.264 -1.830 7.773
H -3.437 -0.781 7.121
H -3.794 -0.012 4.785
H -3.466 -2.448 3.157
H -4.459 -4.297 1.859
H -4.266 -4.336 -0.634
H -3.002 -2.533 -1.807
H -1.955 -0.702 -0.506
*
```

---

C46H48N3SbTl | ωB97M-V with the def2-TZVPD basis set

Summary:
largest force on an atom: 0.08678 hartree/bohr
HOMO energy (alpha / beta): -2.948 / -2.896 eV
ΔE to the lowest compared entry with this formula, charge and spin: 71.7 kJ/mol

ORCA input file:
```
! wB97M-V def2-TZVPD RIJCOSX def2/J DEFGRID3
* xyz -1 1
Tl 0.706 0.229 1.221
N -3.045 2.164 3.543
N 2.208 3.323 0.486
C 0.001 -1.527 -1.690
C -1.119 -0.658 -1.803
C -2.088 -1.071 -0.848
C -3.421 -0.480 -0.618
H -3.757 0.078 -1.502
H -3.412 0.200 0.248
H -4.156 -1.268 -0.402
C -1.550 -2.160 -0.113
C -2.239 -2.847 0.999
H -3.126 -3.394 0.634
H -2.589 -2.133 1.762
H -1.581 -3.574 1.490
C -0.270 -2.459 -0.652
C 0.602 -3.571 -0.214
H 0.960 -3.435 0.819
H 1.479 -3.663 -0.865
H 0.060 -4.529 -0.247
C -1.275 0.454 -2.765
H -1.832 0.131 -3.660
H -0.302 0.831 -3.103
H -1.828 1.292 -2.318
C 1.213 -1.509 -2.544
H 2.103 -1.825 -1.982
H 1.414 -0.504 -2.937
H 1.113 -2.185 -3.411
C -2.987 2.792 4.700
H -3.920 2.892 5.277
C -1.762 3.250 5.232
H -1.747 3.576 6.261
C -0.591 3.188 4.465
H 0.369 3.542 4.852
C -0.673 2.633 3.206
H 0.165 2.616 2.509
C -1.891 1.956 2.839
C -1.888 0.853 1.948
H -1.781 1.151 0.890
C 3.023 2.532 -0.145
C 1.663 4.177 -0.473
H 0.900 4.893 -0.205
C 2.219 3.896 -1.687
H 2.098 4.397 -2.625
N 2.991 2.723 -1.490
C 3.544 1.814 -2.408
C 3.307 1.880 -3.793
C 4.059 1.013 -4.595
H 4.009 1.116 -5.679
C 4.863 0.014 -4.042
C 5.713 -0.846 -4.921
H 5.802 -1.858 -4.508
H 6.729 -0.438 -5.018
H 5.281 -0.899 -5.923
C 4.892 -0.172 -2.654
H 5.466 -0.990 -2.211
C 4.208 0.716 -1.808
C 4.099 0.564 -0.353
H 3.663 1.721 0.297
H 5.063 0.393 0.139
H 3.378 -0.211 -0.042
C 2.270 2.731 -4.446
H 2.504 3.800 -4.402
H 1.258 2.563 -4.050
H 2.236 2.464 -5.510
C 0.697 -5.690 6.157
C 0.614 -5.489 4.771
C 0.263 -4.229 4.260
C -0.007 -3.172 5.136
C 0.090 -3.363 6.517
C 0.430 -4.627 7.028
Sb -0.582 -1.240 4.246
C -2.736 -1.459 4.542
C -3.593 -0.781 3.680
C -4.976 -0.889 3.792
C -5.520 -1.770 4.739
C -4.664 -2.478 5.591
C -3.272 -2.319 5.508
C 0.002 -0.052 5.992
C -0.910 0.334 6.977
C -0.455 1.007 8.121
C 0.904 1.304 8.272
C 1.809 0.940 7.267
C 1.356 0.268 6.123
H 0.971 -6.670 6.554
H 0.824 -6.313 4.086
H 0.201 -4.086 3.177
H -0.092 -2.542 7.215
H 0.485 -4.773 8.109
H -3.177 -0.121 2.892
H -5.616 -0.293 3.136
H -6.602 -1.897 4.796
H -5.080 -3.161 6.330
H -2.614 -2.873 6.181
H -1.976 0.118 6.869
H -1.171 1.293 8.896
H 1.257 1.820 9.167
H 2.870 1.176 7.372
H 2.072 -0.016 5.347
*
```

---

no.,electronic energy (eV)
1,-156272.71581
2,-99862.29657
3,-64175.14215